Density functional theory data (ωB97M-V/def2-TZVPD) for a 12-piece molecular cluster, C58H86O14S7 overall.

Values from the calculation:
spin multiplicity: 1
HOMO level: -9.2 eV
total energy: -166048.7485 eV

Element x y z (Å)
C -2.607 -0.611 -6.901
C -3.726 -0.264 -5.952
C -3.839 -1.436 -4.972
S -2.122 -1.818 -4.577
O -1.931 -3.262 -4.486
O -1.675 -1.020 -3.474
C -1.419 -1.132 -6.108
H -2.345 0.263 -7.515
H -2.876 -1.398 -7.584
H -4.691 -0.140 -6.467
H -3.558 0.656 -5.468
H -4.208 -2.369 -5.428
H -4.407 -1.354 -4.001
H -0.867 -1.903 -6.595
H -0.750 -0.371 -5.690
C 3.436 -4.063 4.040
C 4.430 -4.433 2.878
C 3.856 -3.822 1.610
S 2.138 -4.153 1.754
O 1.950 -5.468 1.193
O 1.290 -3.072 1.224
C 2.014 -4.342 3.530
H 3.590 -3.019 4.304
H 3.612 -4.557 4.980
H 4.610 -5.505 2.824
H 5.383 -4.029 3.227
H 4.239 -4.185 0.659
H 3.977 -2.720 1.692
H 1.661 -5.337 3.713
H 1.306 -3.603 3.927
C -2.012 4.910 3.712
C -1.780 6.306 4.364
C -1.508 5.986 5.864
S -0.417 4.643 5.776
O -0.525 3.803 6.936
O 0.889 5.168 5.495
C -1.034 3.869 4.264
H -2.030 4.914 2.625
H -3.056 4.663 3.970
H -2.554 7.055 4.224
H -0.906 6.759 3.946
H -2.384 5.646 6.426
H -0.928 6.666 6.471
H -1.604 3.017 4.538
H -0.182 3.547 3.662
C -1.052 -3.002 4.991
C -0.469 -1.671 4.501
C -1.563 -0.657 4.815
S -3.060 -1.355 4.188
O -3.127 -1.370 2.734
O -4.245 -0.941 4.897
C -2.598 -3.009 4.735
H -0.971 -3.069 6.090
H -0.616 -3.894 4.551
H -0.246 -1.651 3.448
H 0.528 -1.430 4.929
H -1.444 0.325 4.374
H -1.748 -0.568 5.842
H -2.921 -3.643 3.916
H -3.144 -3.207 5.669
C -5.701 -0.218 1.428
C -5.136 0.592 0.192
C -3.847 1.204 0.836
S -4.437 1.859 2.398
O -4.988 3.131 1.974
O -3.413 1.789 3.389
C -5.732 0.657 2.667
H -4.963 -1.045 1.549
H -6.698 -0.564 1.128
H -5.850 1.348 -0.164
H -4.976 -0.032 -0.655
H -3.419 2.011 0.263
H -3.202 0.373 1.054
H -6.595 1.288 2.586
H -5.691 0.123 3.558
C -1.549 -2.992 -1.106
C -0.876 -4.409 -1.160
C -1.807 -5.310 -0.309
S -2.327 -4.329 1.039
O -1.493 -4.655 2.211
O -3.738 -4.446 1.226
C -1.871 -2.759 0.402
H -2.495 -3.105 -1.623
H -0.939 -2.243 -1.602
H 0.127 -4.423 -0.775
H -0.857 -4.764 -2.206
H -1.344 -6.153 0.213
H -2.694 -5.601 -0.838
H -1.107 -2.330 1.066
H -2.706 -2.095 0.413
C 4.638 2.820 0.959
C 3.380 2.348 0.165
C 3.883 1.546 -1.002
S 5.168 0.608 -0.233
O 6.271 0.500 -1.140
O 4.595 -0.549 0.411
C 5.557 1.668 1.197
H 4.240 3.253 1.865
H 5.067 3.701 0.405
H 2.899 3.183 -0.333
H 2.686 1.763 0.833
H 4.247 2.217 -1.839
H 3.115 0.850 -1.429
H 6.625 1.710 1.316
H 5.151 1.117 2.017
C 2.341 1.456 5.089
C 3.693 1.513 5.454
C 4.538 0.593 4.755
C 4.019 -0.227 3.766
C 2.668 -0.246 3.462
C 1.828 0.636 4.200
H 1.716 2.237 5.538
H 4.156 2.225 6.126
H 5.594 0.573 4.930
H 4.701 -0.853 3.234
H 2.226 -0.811 2.627
H 0.790 0.666 3.894
C -0.252 1.750 1.126
C 0.248 0.465 0.893
C 0.344 0.012 -0.424
C 0.074 0.869 -1.533
C -0.274 2.184 -1.275
C -0.486 2.619 0.086
H -0.313 2.130 2.126
H 0.559 -0.121 1.747
H 0.604 -1.008 -0.558
H -0.033 0.441 -2.570
H -0.601 2.844 -2.084
H -0.807 3.673 0.181
C 2.819 2.830 -6.420
C 2.401 3.109 -5.147
C 2.185 2.017 -4.283
C 2.252 0.718 -4.685
C 2.640 0.477 -6.041
C 2.909 1.505 -6.937
H 3.092 3.673 -7.059
H 2.201 4.146 -4.832
H 1.686 2.221 -3.343
H 2.028 -0.114 -3.996
H 2.730 -0.531 -6.355
H 3.175 1.182 -7.940
C -1.921 3.448 -5.962
C -3.017 4.268 -5.690
C -3.803 4.066 -4.572
C -3.521 3.020 -3.658
C -2.456 2.204 -3.951
C -1.690 2.410 -5.096
H -1.303 3.545 -6.829
H -3.122 5.076 -6.417
H -4.599 4.774 -4.406
H -4.069 2.859 -2.730
H -2.120 1.291 -3.422
H -0.732 1.868 -5.119
C 4.321 -2.366 -4.553
C 4.134 -1.917 -3.294
C 2.993 -2.338 -2.554
C 2.105 -3.234 -3.127
C 2.240 -3.531 -4.471
C 3.382 -3.194 -5.193
H 5.203 -2.028 -5.111
H 4.659 -1.081 -2.851
H 2.865 -1.927 -1.530
H 1.186 -3.619 -2.667
H 1.399 -4.028 -4.951
H 3.448 -3.401 -6.237

Forces on the atoms, in the same order (eV/Å):
0.707 0.576 -0.568
-1.738 -1.227 -0.191
-0.169 -0.681 0.999
-0.252 -1.603 -0.750
-0.117 0.910 -0.167
0.185 0.723 0.496
-0.105 0.533 1.326
0.080 -0.244 0.218
-0.473 -0.316 -0.334
0.335 -0.110 -0.051
0.382 0.937 0.748
0.095 0.434 -0.192
0.668 0.452 -1.013
0.428 -0.492 -0.314
-0.060 0.000 -0.475
0.067 -0.332 -0.772
0.286 -0.083 1.719
0.771 1.530 0.954
-1.940 0.016 -1.343
-0.156 -0.278 -0.183
1.162 -0.664 0.807
0.341 1.765 0.416
-0.286 0.319 -0.372
0.256 -0.673 0.133
-0.402 -0.152 -0.216
0.118 0.238 -0.701
-0.167 -0.048 0.046
-0.029 -0.510 -0.400
-0.120 -0.552 -0.001
0.141 -0.334 -0.319
-1.132 0.694 -0.194
0.527 -0.469 0.670
-0.836 0.057 -0.571
0.915 -1.249 -0.041
-0.414 -0.434 0.194
0.679 0.388 -0.455
-0.272 0.760 0.598
0.265 0.284 -0.116
0.473 -0.445 0.054
-0.476 -0.378 0.009
0.817 0.263 -0.168
-0.022 0.183 -0.249
-0.124 0.701 -0.065
-0.337 -0.946 0.335
-0.063 0.513 -0.020
-1.068 -0.264 0.401
0.306 0.010 0.443
0.612 0.802 -1.625
-0.315 -1.822 -0.076
0.592 0.409 0.601
0.118 0.476 0.186
0.273 0.257 0.102
0.399 0.075 -0.417
0.047 0.090 -0.072
-0.287 -0.316 -0.746
-0.887 -0.084 0.326
0.086 0.262 -0.041
-0.159 0.233 1.656
0.068 -0.378 0.087
0.017 0.014 -0.519
0.563 -0.592 -1.934
-0.189 0.922 2.137
-1.482 -0.653 -0.660
0.216 -0.146 -2.394
-0.334 0.097 1.016
0.785 0.257 1.158
-0.387 1.111 -2.157
-1.022 0.337 0.158
0.238 -0.287 0.540
0.244 0.127 0.392
0.563 -0.737 -0.467
0.421 0.160 0.060
0.771 -0.135 -0.002
-0.748 0.260 0.372
0.389 -0.628 1.609
0.985 -1.669 1.170
-1.163 -0.068 -0.620
1.127 -0.095 -0.147
1.152 -0.262 2.175
-0.522 0.479 -1.144
-1.184 0.057 -0.053
0.597 1.153 -1.097
-0.172 0.296 -0.233
-0.171 0.139 0.243
0.405 0.149 0.327
0.022 0.067 0.451
0.094 -0.092 -0.560
-0.373 -0.229 -0.314
0.068 -0.340 -0.597
-0.779 0.291 0.547
-0.773 2.532 -0.673
-0.144 0.008 0.414
-0.557 -0.327 -1.089
0.679 -0.189 0.607
0.580 -0.381 -0.320
-0.345 -0.824 -0.496
-0.877 -0.673 -1.085
0.249 0.062 0.563
0.018 -0.997 0.351
-0.549 0.359 0.776
0.581 0.636 -0.814
0.001 -0.922 1.054
0.737 0.411 0.416
0.390 0.726 -0.235
-0.087 -0.485 0.491
0.967 3.837 3.455
1.178 -2.121 -1.979
-1.230 1.464 1.003
-0.408 -0.419 -0.003
-0.680 0.857 0.413
-0.286 -2.934 -3.586
-0.061 -0.418 0.000
-0.479 -0.004 0.120
0.428 0.040 0.194
0.306 -0.382 -0.425
0.553 -0.028 0.506
-0.108 0.206 0.286
0.739 0.374 -0.072
-0.383 0.614 -0.797
-0.144 1.006 -0.016
-0.442 -0.974 0.220
-1.019 0.261 1.322
0.292 0.258 -2.362
-0.255 -0.060 0.458
-0.230 -0.346 -0.252
0.351 -0.751 -0.344
0.528 0.509 1.242
0.414 -0.152 0.239
0.132 -0.789 0.435
0.489 0.073 -1.857
0.010 -0.615 0.508
-1.570 1.254 0.536
0.743 -0.731 -1.521
-0.339 0.546 1.126
-0.239 -0.025 1.772
-0.239 -0.257 -0.042
0.332 -0.684 -0.084
0.445 0.080 0.365
0.148 0.466 -0.499
0.007 -0.841 -0.343
0.090 0.745 0.036
-0.758 -0.508 0.547
0.788 0.125 -1.012
0.080 -0.079 0.514
-0.203 0.492 -0.394
0.841 -1.248 -0.272
1.504 -0.027 0.738
0.258 0.424 -0.339
-0.675 0.004 0.539
-0.243 -0.058 0.258
-0.159 0.221 -0.343
-0.744 0.904 0.392
-0.562 -0.112 -0.518
0.880 -0.496 -2.057
-2.023 0.596 2.104
0.785 0.095 0.461
-0.707 0.581 0.175
0.152 -0.687 -0.945
-0.499 0.939 1.342
-0.363 -0.107 0.146
0.727 -0.317 -0.150
-0.023 -0.477 -0.690
0.566 0.442 0.263
0.310 -0.201 -0.035
0.207 -0.296 -0.500

Löwdin atomic charge list, values in e, 4 entries:
1 C -0.21
2 C -0.21
3 C -0.21
4 S 0.67